Formula: C25H24N5O5OsPS4
Source: the OMol25 dataset
Level of theory: wB97M-V/def2-TZVPD

Summary:
LUMO level (spin up / spin down) in Eh: -0.3047 / -0.3047
ΔE to the lowest compared entry with this formula, charge and spin in kcal/mol: 19.4
Molar mass in g/mol: 823.97

ORCA input file:
```
! wB97M-V def2-TZVPD RIJCOSX def2/J DEFGRID3
* xyz 2 1
Os 0.258 -0.441 0.523
S -2.090 6.672 0.311
N -2.863 5.324 -0.099
C -2.011 4.324 0.068
C -2.293 2.925 -0.188
C -3.499 2.399 -0.666
C -3.598 1.039 -0.859
C -2.519 0.209 -0.562
N -1.375 0.704 -0.105
C -1.259 2.037 0.072
C 0.020 2.470 0.544
N 0.920 1.474 0.722
C 2.151 1.767 1.159
C 2.528 3.079 1.413
C 1.619 4.103 1.226
C 0.327 3.800 0.782
C -0.740 4.750 0.539
N -0.661 6.059 0.719
H -4.331 3.058 -0.875
H -4.513 0.591 -1.220
H -2.585 -0.867 -0.649
H 2.816 0.929 1.320
H 3.531 3.278 1.762
H 1.893 5.131 1.424
O 1.275 -0.665 3.201
C 0.064 -0.730 3.341
N -0.750 -0.440 2.265
S -2.381 -0.563 2.599
O -2.905 -1.643 1.814
O -2.982 0.731 2.476
C -2.096 -1.008 4.279
C -3.046 -1.249 5.249
C -2.574 -1.563 6.519
C -1.209 -1.616 6.794
C -0.267 -1.358 5.807
C -0.731 -1.057 4.538
H -4.105 -1.199 5.039
H -3.280 -1.765 7.313
H -0.882 -1.860 7.795
H 0.794 -1.391 6.010
C 3.409 -5.112 -2.504
C 3.484 -3.614 -2.375
C 2.978 -2.844 -3.569
O 2.708 -3.191 -1.143
P 1.208 -2.977 -0.956
S 0.764 -2.681 0.996
S 0.442 -1.123 -1.594
O 0.464 -4.104 -1.705
C -1.020 -4.290 -1.824
C -1.238 -4.928 -3.172
C -1.495 -5.119 -0.659
H 4.103 -5.421 -3.286
H 2.409 -5.441 -2.783
H 3.710 -5.600 -1.578
H 4.485 -3.298 -2.094
H 1.974 -3.169 -3.853
H 3.631 -3.044 -4.419
H 2.990 -1.769 -3.390
H -1.447 -3.284 -1.803
H -0.775 -5.914 -3.208
H -0.837 -4.311 -3.975
H -2.308 -5.051 -3.336
H -0.996 -6.088 -0.653
H -2.565 -5.294 -0.773
H -1.341 -4.620 0.296
*
```



Formula: C25H25As2ClIN6OTa
Source: the OMol25 dataset
Level of theory: wB97M-V/def2-TZVPD

Summary:
LUMO level in Eh: -0.5139
ΔE to the lowest compared entry with this formula, charge and spin in kcal/mol: 93.3
Molar mass in g/mol: 918.67

ORCA input file:
```
! wB97M-V def2-TZVPD RIJCOSX def2/J DEFGRID3
* xyz 4 1
Ta -0.064 -0.314 -0.229
N 1.049 0.488 3.898
C 0.168 1.054 3.078
N 0.175 0.541 1.847
C 1.246 -0.413 1.958
N 1.543 -0.750 3.351
C 3.063 0.145 0.250
C 4.387 0.206 -0.163
N 4.734 0.377 -1.431
C 3.768 0.523 -2.327
C 2.431 0.463 -1.960
N 2.070 0.265 -0.681
H 1.026 0.596 4.908
H -0.491 1.839 3.430
H 5.192 0.116 0.560
H 4.056 0.686 -3.359
H 1.645 0.560 -2.701
C -0.203 3.715 0.065
As -0.984 2.234 -0.897
C -0.907 2.798 -2.748
C -2.848 2.153 -0.400
C -3.520 3.326 -0.075
C -4.876 3.287 0.233
C -5.562 2.082 0.220
C -4.899 0.903 -0.104
C -3.545 0.934 -0.417
As -2.659 -0.687 -0.947
C -2.943 -0.951 -2.840
C -3.501 -2.184 -0.070
H -0.454 3.656 1.121
H -0.593 4.645 -0.345
H 0.878 3.704 -0.068
H -1.594 3.636 -2.869
H -1.199 1.998 -3.425
H 0.106 3.130 -2.975
H -3.005 4.279 -0.065
H -5.395 4.203 0.482
H -6.617 2.055 0.459
H -5.454 -0.027 -0.114
H -4.018 -1.055 -2.993
H -2.437 -1.861 -3.159
H -2.583 -0.096 -3.407
H -4.525 -2.263 -0.434
H -3.502 -2.038 1.008
H -2.963 -3.094 -0.329
Cl 4.476 -5.053 1.726
C 3.296 -4.209 0.888
C 2.872 -4.662 -0.349
C 1.907 -3.989 -1.126
I 1.391 -4.677 -2.962
C 1.307 -2.825 -0.575
O 0.398 -1.966 -1.145
C 1.630 -2.455 0.695
N 0.826 -1.433 1.105
C 2.645 0.107 1.691
C 3.014 -0.835 2.900
C 3.326 -2.267 2.461
C 2.738 -2.976 1.458
H 3.318 -5.566 -0.744
H 2.715 1.123 2.089
H 3.743 -0.473 3.618
H 4.201 -2.707 2.932
*
```



Formula: C25H25BCl2O4
Source: the OMol25 dataset
Level of theory: wB97M-V/def2-TZVPD

Summary:
LUMO level in Eh: -0.0150
ΔE to the lowest compared entry with this formula, charge and spin in kcal/mol: 54.7
Molar mass in g/mol: 471.19

ORCA input file:
```
! wB97M-V def2-TZVPD RIJCOSX def2/J DEFGRID3
* xyz 0 1
C 5.387 -0.524 -1.196
C 3.896 -0.416 -1.360
C 3.309 0.898 -1.051
C 2.017 1.134 -0.650
C 0.876 0.170 -0.806
B 3.722 -1.775 2.820
O 2.980 -2.030 3.970
C 1.668 -1.456 3.583
C 1.800 -0.835 2.118
C 0.542 -0.141 1.631
C 2.240 -2.104 1.233
O 3.537 -2.590 1.683
C 3.003 0.214 2.228
O 4.227 -0.459 2.618
O 3.221 -1.411 -1.699
H 5.879 0.430 -1.398
H 5.649 -0.817 -0.168
H 5.750 -1.289 -1.893
H 3.991 1.742 -1.147
H 1.713 2.169 -0.447
H 0.931 -2.284 3.605
H 1.392 -0.683 4.328
H 1.113 -0.549 -1.618
H -0.248 -0.567 2.246
H 0.582 0.929 1.862
H 1.492 -2.930 1.359
H 2.348 -1.845 0.162
H 3.164 0.685 1.247
H 2.744 1.004 2.971
Cl -5.947 -1.721 1.441
C -4.304 -1.368 1.164
C -3.403 -2.417 0.949
C -2.062 -2.116 0.648
C -1.656 -0.778 0.579
C 0.069 -0.409 0.189
C -0.386 0.942 -0.870
C -1.293 0.639 -1.880
C -2.369 1.480 -2.300
C -3.316 0.928 -3.191
C -4.362 1.688 -3.692
C -4.471 3.034 -3.277
Cl -5.709 4.020 -3.942
C -3.586 3.596 -2.340
C -2.536 2.823 -1.837
C -2.519 0.249 0.922
C -3.875 -0.030 1.166
H -3.729 -3.450 1.010
H -1.346 -2.923 0.461
H 0.105 -1.485 -0.090
H -0.424 1.916 -0.358
H -1.196 -0.357 -2.334
H -3.204 -0.126 -3.466
H -5.083 1.276 -4.399
H -3.706 4.632 -2.004
H -1.846 3.227 -1.105
H -2.184 1.291 0.967
H -4.586 0.768 1.358
*
```



Formula: C25H25BaCl3F5IN10SSi
Source: the OMol25 dataset
Level of theory: wB97M-V/def2-TZVPD

Summary:
LUMO level in Eh: -0.0272
ΔE to the lowest compared entry with this formula, charge and spin in kcal/mol: 51.4
Molar mass in g/mol: 991.28

ORCA input file:
```
! wB97M-V def2-TZVPD RIJCOSX def2/J DEFGRID3
* xyz 0 1
Ba 0.539 0.341 -0.406
N 0.229 -2.524 -4.531
C -0.003 -2.395 -3.219
N 0.540 -1.280 -2.791
C 1.105 -0.750 -3.910
N 0.938 -1.480 -4.993
C 1.849 0.522 -3.927
C 2.318 1.047 -5.127
N 2.992 2.188 -5.175
C 3.190 2.813 -4.020
C 2.714 2.304 -2.821
N 2.047 1.154 -2.770
H -0.049 -3.262 -5.155
H -0.550 -3.109 -2.625
H 2.141 0.525 -6.058
H 3.734 3.749 -4.046
H 2.877 2.832 -1.889
N -5.377 5.856 2.257
C -4.150 5.766 2.796
S -3.462 7.008 3.621
C -3.450 4.462 2.566
C -2.401 4.076 3.396
C -1.780 2.867 3.176
N -2.171 2.064 2.183
C -3.129 2.430 1.342
C -3.805 3.623 1.515
H -5.899 6.700 2.421
H -5.870 5.046 1.925
H -2.079 4.729 4.194
H -0.945 2.517 3.771
H -3.314 1.772 0.507
H -4.548 3.902 0.782
Cl 2.406 -0.961 3.956
Si 2.465 0.457 2.358
Cl 1.854 2.221 3.414
Cl 4.574 0.781 2.270
C 4.248 -4.978 0.359
C 3.723 -3.860 1.269
C 4.869 -2.943 1.709
C 3.006 -4.450 2.490
C 2.743 -3.069 0.497
N 1.971 -2.459 -0.098
H 4.964 -5.580 0.920
H 4.754 -4.567 -0.515
H 3.440 -5.628 0.022
H 5.611 -3.546 2.235
H 4.518 -2.161 2.380
H 5.350 -2.472 0.851
H 3.729 -5.019 3.077
H 2.203 -5.123 2.186
H 2.596 -3.659 3.116
F -0.575 2.756 -0.525
C -1.748 2.658 -1.379
F -1.677 1.240 -1.718
C -1.252 3.338 -2.688
F -0.818 2.480 -3.650
F -0.239 4.200 -2.478
F -2.251 4.040 -3.243
N -1.303 -0.221 2.654
C -1.260 0.671 1.789
H -1.840 -0.087 3.512
I -5.702 -1.724 -0.819
C -3.786 -2.275 -0.214
C -3.571 -3.435 0.512
C -2.275 -3.735 0.895
C -1.254 -2.865 0.545
N -1.465 -1.751 -0.154
C -2.711 -1.462 -0.532
H -4.395 -4.085 0.777
H -2.057 -4.623 1.472
H -0.233 -3.052 0.851
H -2.846 -0.545 -1.093
*
```



Formula: C25H25N3O3
Source: the OMol25 dataset
Level of theory: wB97M-V/def2-TZVPD

Summary:
LUMO level in Eh: -0.0111
SMILES string: CN1CCc2cc(C(Oc3ccc([N+](=O)[O-])cc3)c3ccc4c(c3)CCN4C)ccc21
ΔE to the lowest compared entry with this formula, charge and spin in kcal/mol: 150.7
Molar mass in g/mol: 415.49

ORCA input file:
```
! wB97M-V def2-TZVPD RIJCOSX def2/J DEFGRID3
* xyz 0 1
C 0.690 3.105 5.185
N 1.351 2.133 4.361
C 2.634 1.536 4.760
C 2.964 0.550 3.610
C 1.842 0.703 2.661
C 1.501 -0.001 1.519
C 0.395 0.442 0.699
C 0.099 0.031 -0.743
O 0.870 -1.294 -0.646
C 2.115 -1.330 -1.124
C 2.639 -2.662 -1.335
C 4.009 -2.849 -1.449
C 4.883 -1.755 -1.557
N 6.272 -2.105 -1.780
O 7.163 -1.235 -1.914
O 6.596 -3.327 -1.846
C 4.400 -0.425 -1.478
C 3.024 -0.204 -1.304
C -1.399 -0.417 -0.915
C -2.478 -0.281 0.017
C -3.776 -0.109 -0.502
C -4.030 -0.366 -1.864
C -3.004 -0.864 -2.694
C -1.696 -0.903 -2.199
C -3.587 -1.070 -4.045
C -5.070 -0.670 -3.934
N -5.205 -0.234 -2.550
C -6.461 0.248 -2.021
C -0.430 1.462 1.199
C -0.204 2.051 2.446
C 0.931 1.678 3.160
H -0.374 3.134 4.940
H 0.791 2.837 6.241
H 1.089 4.123 5.082
H 3.427 2.314 4.889
H 2.535 1.019 5.744
H 3.909 0.882 3.142
H 3.054 -0.481 4.001
H 2.133 -0.889 1.293
H 0.538 0.708 -1.630
H 1.978 -3.538 -1.304
H 4.444 -3.867 -1.517
H 5.133 0.407 -1.557
H 2.635 0.831 -1.218
H -2.405 -0.136 1.103
H -4.623 0.208 0.123
H -0.879 -1.205 -2.887
H -3.101 -0.424 -4.811
H -3.549 -2.145 -4.309
H -5.770 -1.511 -4.144
H -5.360 0.137 -4.645
H -6.302 0.733 -1.047
H -6.940 0.980 -2.700
H -7.208 -0.558 -1.894
H -1.298 1.793 0.598
H -0.891 2.810 2.789
*
```



Formula: C25H25N4O2S
Source: the OMol25 dataset
Level of theory: wB97M-V/def2-TZVPD

Summary:
LUMO level in Eh: -0.1302
Molar mass in g/mol: 445.57

ORCA input file:
```
! wB97M-V def2-TZVPD RIJCOSX def2/J DEFGRID3
* xyz 1 1
C -0.558 -0.476 -0.357
C -0.461 -2.040 -0.747
S 0.771 -2.313 -2.116
C -0.183 -2.413 -3.723
N 0.204 -1.295 -4.677
C 1.435 -1.077 -5.109
N 2.621 -1.901 -4.768
C 3.880 -1.219 -5.199
C 3.285 0.290 -5.293
N 2.001 -0.062 -5.991
C 1.153 1.068 -6.395
C -0.261 0.933 -7.043
C -1.175 2.096 -7.455
N -0.763 3.438 -7.265
C 0.532 3.607 -6.722
C 1.575 2.580 -6.252
H 0.360 0.132 -0.663
H -0.739 -0.439 0.780
H -1.448 -0.010 -0.926
H -1.476 -2.418 -1.148
H -0.092 -2.627 0.156
H -0.024 -3.406 -4.273
H -1.293 -2.270 -3.453
H -0.565 -0.687 -4.988
H 2.455 -2.866 -5.083
H 4.733 -1.354 -4.437
H 4.090 -1.625 -6.244
H 3.954 1.085 -5.754
H 3.141 0.573 -4.187
H -0.661 -0.132 -7.212
H -2.205 1.843 -7.897
H 0.865 4.705 -6.608
H 2.597 2.873 -5.829
C -0.079 3.793 5.672
C -0.056 3.347 4.352
C -0.429 2.042 4.051
C -0.816 1.173 5.072
C -0.816 1.613 6.396
C -0.458 2.928 6.693
C -1.177 0.687 7.495
O -1.181 1.071 8.650
C -1.525 -0.714 7.166
C -1.811 -1.612 8.195
C -2.152 -2.927 7.895
C -2.217 -3.347 6.568
C -1.927 -2.456 5.541
C -1.570 -1.139 5.839
C -1.229 -0.209 4.740
O -1.282 -0.577 3.577
H 0.203 4.814 5.905
H 0.252 4.019 3.557
H -0.414 1.702 3.020
H -0.469 3.280 7.720
H -1.765 -1.292 9.231
H -2.369 -3.626 8.697
H -2.490 -4.371 6.335
H -1.974 -2.790 4.510
*
```



- What is the formula in the sixth record?
  C25H25N4O2S